This record from OMol25 describes an isolated molecule of C4H5NO at a distorted geometry. The level of theory is the ωB97M-V functional and the def2-TZVPD basis.

Atoms and positions in Å:
C -1.7971 0.8725 -0.6495
C -0.7192 0.7935 0.0643
C 0.5167 0.7765 0.4681
C 1.2441 -0.5064 0.4655
N 0.5626 -1.5867 -0.0406
O 2.3448 -0.5917 0.9758
H -1.2886 1.8393 -0.9994
H -2.7949 0.6142 -0.2812
H 1.0168 1.6545 0.8456
H 1.1202 -2.4157 -0.1655
H -0.2054 -1.4499 -0.6831

Force components x, y, z for each atom (eV/Å):
C 0.57 1.19 0.76
C 0.22 -0.72 0.67
C 0.21 -0.05 0.19
C 0.42 -0.06 -0.07
N 0.24 -0.06 -0.12
O -0.09 -0.22 -0.15
H -1.95 -0.62 -1.57
H 0.30 0.63 -0.43
H -0.06 -0.14 0.57
H -0.03 0.00 0.00
H 0.17 0.04 0.15

Values from the calculation:
Structure (SMILES) = C=C=CC(N)=O
HOMO-LUMO gap = 9.86 eV
E_HOMO = -9.279 eV
Relative energy (zero: lowest compared OMol25 entry of this formula, charge and spin) = 61.2 kcal/mol
LUMO level = 0.6 eV
Total charge = 0
2S+1 = 1